(1)
Formula: CH4FN2O
Source: OMol25
Level of theory: the ωB97M-V functional and the def2-TZVPD basis

Calculated values
**Total charge**: +1
**Multiplicity**: 1
**E_HOMO**: -0.569 hartree
**DFT total energy**: -324.70266 Ha
**Energy relative to the best compared isomer or geometry (same formula, charge and spin)**: 2.6773 eV

Cartesian coordinates (Å):
C -0.866 0.616 0.065
N 0.897 1.296 -0.295
N -1.175 -0.585 0.055
O 1.772 0.524 0.291
F -1.821 1.534 0.041
H 0.829 2.263 0.055
H -0.460 -1.243 0.173
H -2.107 -0.864 0.050
H 2.146 -0.157 -0.269

Atomic forces in eV per Å
C 2.451 5.959 -0.651
N -4.018 -1.717 -1.735
N 0.499 -0.424 0.140
O 0.663 0.646 2.535
F 1.342 -1.503 -0.109
H 0.230 -0.743 0.933
H 1.134 -1.390 0.024
H -2.163 -0.821 0.022
H -0.138 -0.008 -1.159

(2)
Formula: C4H26N2O7
Source: OMol25
Level of theory: the ωB97M-V functional and the def2-TZVPD basis

Calculated values
**Total charge**: 0
**Multiplicity**: 1
**E_HOMO**: -0.330 hartree
**DFT total energy**: -804.18142 Ha
**SMILES**: CN(C)CCN.O.O.O.O.O.O.O
**Energy relative to the best compared isomer or geometry (same formula, charge and spin)**: 0.5888 eV

Cartesian coordinates (Å):
C -0.586 2.681 1.964
N -0.340 1.302 1.464
C -0.160 0.370 2.603
C 0.860 1.304 0.577
C 0.926 -0.028 -0.256
N 0.098 -0.026 -1.458
H -1.470 2.681 2.562
H 0.195 3.106 2.548
H -0.877 3.426 1.078
H -0.016 -0.668 2.203
H -1.098 0.428 3.220
H 0.740 0.602 3.286
H 0.793 2.118 -0.107
H 1.842 1.419 1.122
H 1.899 -0.258 -0.515
H 0.627 -0.877 0.408
H -0.921 0.174 -1.241
H 0.394 0.620 -2.120
O 0.410 -2.912 -1.758
H 0.691 -3.003 -0.791
H 0.100 -1.988 -1.834
O -1.751 3.681 -1.078
H -1.932 2.784 -0.897
H -2.592 4.015 -1.385
O -4.811 0.003 -0.071
H -4.823 -0.906 -0.392
H -5.543 0.483 -0.513
O 3.892 -2.383 -0.260
H 4.247 -1.502 -0.223
H 3.638 -2.566 -1.208
O 1.462 -2.979 0.713
H 2.369 -2.738 0.438
H 1.577 -3.821 1.033
O -2.409 1.128 -0.502
H -1.848 1.090 0.317
H -3.255 0.751 -0.304
O 2.896 -2.695 -2.723
H 2.812 -2.026 -3.426
H 1.967 -2.789 -2.472

Atomic forces in eV per Å
C -1.377 0.747 -2.818
N 1.215 0.820 0.393
C 0.025 -0.128 0.351
C 0.440 -1.853 0.419
C -2.445 0.747 1.428
N -2.247 -1.577 1.621
H -0.681 -0.205 0.630
H 1.066 0.246 0.440
H 0.972 -1.738 1.685
H -0.256 0.911 0.574
H 0.939 -0.271 -0.488
H -1.140 -0.065 -1.018
H -0.216 0.743 -0.477
H -0.921 -0.010 0.021
H 2.192 -0.241 -0.666
H 0.056 0.731 -0.678
H 1.722 -0.194 -0.342
H 0.688 1.431 -1.274
O 0.168 -0.139 0.942
H -0.446 0.161 -1.296
H 0.087 0.076 0.098
O 0.673 2.201 -0.414
H -0.500 -2.165 0.346
H -0.196 0.269 -0.134
O -0.813 0.375 -0.229
H -0.147 0.096 -0.081
H 0.641 -0.625 0.349
O -0.289 -0.836 -0.296
H 0.200 0.485 -0.099
H 0.298 0.473 0.391
O -0.322 2.600 -0.776
H 0.287 0.444 -0.093
H 0.111 -3.233 1.355
O 1.481 0.385 0.207
H -0.186 -0.042 -0.240
H -1.085 -0.460 0.313
O 0.613 0.677 -1.068
H 0.506 -0.345 0.336
H -1.116 -0.491 0.585

(3)
Formula: C4H13NOS
Source: OMol25
Level of theory: the ωB97M-V functional and the def2-TZVPD basis

Calculated values
**Total charge**: +1
**Multiplicity**: 2
**E_HOMO (alpha / beta)**: -0.473 / -0.471 hartree
**⟨S²⟩**: 0.755
**DFT total energy**: -688.03425 Ha
**Energy relative to the best compared isomer or geometry (same formula, charge and spin)**: 1.2953 eV

Cartesian coordinates (Å):
C 1.834 0.041 -1.548
C 1.227 -0.309 -0.129
C 0.659 0.860 0.671
C -0.387 1.701 -0.057
S -1.501 0.640 -1.051
N 2.293 -1.019 0.550
H 2.575 0.833 -1.587
H 0.889 0.246 -2.059
H 2.244 -0.873 -1.984
H 0.487 -1.051 -0.319
H 0.157 0.413 1.532
H 1.514 1.446 1.018
H -0.892 2.282 0.698
H 0.085 2.404 -0.746
H -2.165 1.716 -1.494
H 2.349 -1.985 0.205
H 3.248 -0.679 0.381
H -5.300 -1.933 2.554
H -4.819 -2.462 1.237
O -4.496 -2.272 2.127

Atomic forces in eV per Å
C 0.073 -0.751 0.221
C 0.424 0.099 0.707
C 0.148 -0.176 0.032
C 0.875 -0.113 -0.464
S -0.181 0.530 0.415
N 0.731 -0.324 -2.725
H -0.192 0.178 0.232
H 0.057 0.371 -0.266
H 0.022 0.137 -0.131
H -0.818 -0.452 -0.053
H 0.226 -0.034 0.124
H -0.285 0.285 0.079
H -0.458 0.044 0.061
H 0.068 -0.049 0.055
H -0.181 -0.231 -0.218
H -0.388 -0.236 0.849
H -0.140 0.713 1.093
H 0.438 -0.122 0.073
H 0.227 -0.086 0.045
O -0.645 0.217 -0.130

(4)
Formula: C4H8O2
Source: OMol25
Level of theory: the ωB97M-V functional and the def2-TZVPD basis

Calculated values
**Total charge**: 0
**Multiplicity**: 1
**E_HOMO**: -0.371 hartree
**DFT total energy**: -307.59661 Ha
**SMILES**: C[C@H]1O[C@@H]1C=O.[H][H]
**Energy relative to the best compared isomer or geometry (same formula, charge and spin)**: 3.1517 eV

Cartesian coordinates (Å):
C 2.070 0.277 0.089
C 0.631 -0.168 0.136
O -0.226 0.545 1.012
C -0.419 0.732 -0.371
C -1.689 0.249 -1.001
O -2.633 -0.211 -0.412
H 2.118 1.370 0.055
H 2.568 -0.122 -0.801
H 2.619 -0.062 0.973
H 0.444 -1.245 0.119
H -0.083 1.695 -0.766
H -1.706 0.372 -2.105
H -1.735 -2.044 1.673
H -1.957 -1.388 1.400

Atomic forces in eV per Å
C 0.014 0.025 0.007
C 0.195 -0.132 -0.086
O -0.027 0.107 0.112
C -0.107 0.137 -0.143
C -0.238 -0.115 0.124
O 0.414 0.199 -0.261
H 0.012 -0.163 0.022
H -0.079 0.029 0.130
H -0.111 -0.017 -0.106
H -0.030 0.202 -0.018
H -0.055 -0.097 0.006
H -0.017 -0.007 0.067
H -0.016 -0.023 0.052
H 0.045 -0.144 0.095

(5)
Formula: C30H36N5O3PPtTe
Source: OMol25
Level of theory: the ωB97M-V functional and the def2-TZVPD basis

Calculated values
**Total charge**: 0
**Multiplicity**: 1
**E_HOMO**: -0.224 hartree
**DFT total energy**: -2392.93058 Ha
**Energy relative to the best compared isomer or geometry (same formula, charge and spin)**: 1.0703 eV

Cartesian coordinates (Å):
Pt -1.052 0.665 0.196
C -5.644 0.255 -0.082
O -5.339 -1.144 -0.016
C -4.561 -1.520 1.045
C -5.080 -2.403 1.958
C -4.302 -2.880 3.021
C -3.007 -2.445 3.139
C -2.428 -1.547 2.214
C -1.029 -1.229 2.441
N -0.332 -0.461 1.688
N 0.994 -0.218 2.008
C 1.438 0.809 1.312
O 0.761 1.463 0.435
C 2.826 1.287 1.535
C 3.320 2.304 0.721
C 4.611 2.773 0.910
C 5.410 2.234 1.908
C 4.915 1.224 2.725
C 3.625 0.752 2.542
C -3.210 -1.055 1.128
O -2.798 -0.323 0.131
H -6.380 0.366 -0.874
H -4.759 0.847 -0.306
H -6.081 0.585 0.865
H -6.111 -2.713 1.832
H -4.724 -3.562 3.747
H -2.393 -2.790 3.964
H -0.532 -1.666 3.307
H 2.677 2.726 -0.043
H 4.991 3.565 0.277
H 6.417 2.604 2.056
H 5.534 0.810 3.511
H 3.223 -0.028 3.174
C 3.392 6.150 -0.828
C 2.185 5.270 -1.020
C 2.015 4.519 -2.172
C 0.900 3.701 -2.361
C 0.813 2.907 -3.638
C -0.082 3.636 -1.366
Te -1.768 2.358 -1.620
C 0.071 4.395 -0.194
C -0.939 4.373 0.917
C 1.200 5.193 -0.044
H 4.126 5.990 -1.618
H 3.875 5.953 0.132
H 3.113 7.206 -0.840
H 2.774 4.558 -2.948
H 1.759 2.950 -4.178
H 0.029 3.293 -4.292
H 0.563 1.865 -3.434
H -1.016 3.376 1.354
H -1.934 4.627 0.547
H -0.660 5.077 1.701
H 1.314 5.769 0.870
C -0.974 -5.138 -2.042
N -1.363 -4.441 -0.740
C -0.256 -4.690 0.290
N 1.006 -4.278 -0.208
C 1.306 -4.964 -1.458
N 0.306 -4.713 -2.492
C 0.304 -3.300 -2.919
P -0.087 -2.074 -1.564
C -1.579 -2.966 -0.934
C 1.105 -2.814 -0.338
H -1.751 -4.905 -2.770
H -0.971 -6.208 -1.825
H -2.230 -4.847 -0.386
H -0.265 -5.763 0.488
H -0.536 -4.134 1.186
H 1.349 -6.040 -1.269
H 2.278 -4.633 -1.819
H -0.423 -3.182 -3.725
H 1.282 -3.061 -3.340
H -2.427 -2.821 -1.605
H -1.855 -2.565 0.036
H 0.951 -2.354 0.639
H 2.122 -2.557 -0.639

Atomic forces in eV per Å
Pt 0.033 -0.205 0.136
C 0.004 -0.053 0.033
O -0.034 0.040 0.003
C 0.084 0.018 0.010
C 0.004 -0.003 0.041
C -0.016 0.014 -0.013
C 0.006 0.008 -0.021
C -0.022 0.018 -0.028
C 0.019 -0.109 -0.083
N -0.020 0.258 0.155
N 0.031 0.069 0.030
C 0.012 -0.102 0.111
O -0.013 -0.107 -0.111
C 0.036 -0.010 0.024
C -0.065 -0.016 0.005
C 0.006 -0.002 0.007
C 0.000 0.001 0.004
C 0.005 0.008 0.002
C 0.004 -0.020 -0.030
C 0.006 -0.289 -0.060
O -0.137 0.216 0.063
H 0.010 0.000 -0.016
H 0.028 -0.009 0.001
H 0.001 -0.001 -0.012
H 0.003 -0.006 0.000
H -0.003 -0.002 -0.005
H -0.002 0.004 -0.002
H 0.003 -0.010 -0.019
H 0.057 -0.034 0.023
H -0.004 -0.003 -0.010
H 0.001 -0.002 0.002
H 0.001 -0.002 -0.001
H -0.002 -0.002 -0.001
C -0.006 -0.013 0.003
C -0.013 0.035 -0.029
C 0.026 -0.011 0.016
C 0.001 -0.025 0.052
C 0.003 0.004 -0.007
C 0.039 0.040 -0.114
Te -0.125 0.045 -0.049
C -0.011 0.042 -0.045
C -0.019 0.012 -0.011
C -0.003 0.013 -0.003
H 0.002 0.001 -0.004
H -0.007 0.006 0.006
H 0.004 -0.001 0.002
H 0.000 0.003 0.001
H 0.000 0.014 -0.009
H -0.014 -0.015 0.014
H 0.019 -0.002 0.005
H 0.002 -0.035 0.007
H 0.008 -0.011 0.006
H -0.004 0.005 -0.001
H 0.002 -0.003 0.002
C 0.041 0.029 -0.010
N -0.013 -0.021 -0.013
C 0.001 -0.004 0.028
N -0.004 -0.011 0.015
C 0.021 -0.008 0.013
N -0.074 -0.005 -0.020
C -0.162 -0.110 0.065
P 0.336 0.206 -0.218
C -0.043 0.030 -0.026
C -0.043 0.063 0.020
H 0.001 0.002 -0.002
H 0.001 -0.001 0.005
H 0.006 -0.004 -0.001
H -0.005 -0.003 0.000
H 0.000 0.002 -0.002
H 0.001 0.001 0.001
H 0.000 -0.003 0.001
H 0.013 0.009 -0.016
H 0.010 -0.013 0.024
H 0.001 -0.025 -0.002
H -0.038 0.080 0.053
H 0.011 0.028 0.023
H -0.003 -0.016 -0.022

(6)
Formula: C6H24Br2N12O6Y
Source: OMol25
Level of theory: the ωB97M-V functional and the def2-TZVPD basis

Calculated values
**Total charge**: +1
**Multiplicity**: 1
**E_HOMO**: -0.392 hartree
**DFT total energy**: -6537.50345 Ha
**Energy relative to the best compared isomer or geometry (same formula, charge and spin)**: 21.1638 eV

Cartesian coordinates (Å):
Y -0.460 1.060 0.706
Br -0.589 1.792 5.411
Br -1.130 4.683 -2.043
C -5.983 2.903 1.743
O -5.049 2.159 1.448
N -6.144 4.145 1.348
N -6.991 2.616 2.511
H -7.012 4.630 1.524
H -5.541 4.560 0.652
H -7.545 3.427 2.747
H -7.142 1.804 3.093
C -3.385 -3.909 2.001
O -2.614 -2.993 1.947
N -3.413 -4.868 1.080
N -4.230 -4.118 2.903
H -2.615 -4.908 0.463
H -4.019 -5.674 1.131
H -4.824 -4.917 2.734
H -4.521 -3.290 3.403
C 4.683 4.114 1.518
O 3.601 3.534 1.500
N 5.679 3.988 2.348
N 4.924 4.973 0.639
H 5.641 3.305 3.091
H 6.545 4.463 2.136
H 5.888 5.269 0.696
H 4.237 5.313 -0.019
C 3.707 0.031 -3.618
O 2.834 -0.010 -2.758
N 4.105 1.149 -4.227
N 4.284 -0.998 -4.115
H 3.632 2.023 -4.045
H 4.907 1.068 -4.835
H 4.679 -0.780 -5.019
H 4.041 -1.904 -3.740
C -3.052 -1.477 -4.179
O -2.584 -1.041 -3.115
N -2.529 -2.523 -4.793
N -4.188 -1.142 -4.752
H -2.963 -2.967 -5.590
H -1.809 -3.084 -4.362
H -4.317 -1.712 -5.576
H -4.866 -0.511 -4.349
C 4.021 -2.351 2.667
O 2.992 -1.826 2.315
N 4.821 -1.890 3.619
N 4.550 -3.309 2.055
H 5.698 -2.359 3.798
H 4.491 -1.236 4.315
H 5.421 -3.660 2.428
H 4.136 -3.554 1.167

Atomic forces in eV per Å
Y -0.152 1.013 0.331
Br 0.025 -0.190 -1.250
Br 0.215 -1.129 0.871
C 2.270 -1.637 -0.705
O 0.155 0.062 -0.108
N 0.679 3.714 -2.106
N -3.535 -1.253 2.964
H 0.418 -0.034 -0.265
H -0.034 -0.256 0.196
H -0.234 -0.737 0.397
H 0.570 0.062 -0.431
C 2.713 -0.284 -3.233
O 1.819 2.573 -0.192
N 0.903 -1.869 -2.716
N -4.552 -0.327 4.848
H -0.323 -0.139 0.048
H 0.332 0.216 -0.073
H -0.447 0.609 0.840
H -0.310 -0.532 0.373
C -4.114 -3.005 0.992
O -0.733 -1.220 1.191
N 2.448 -1.455 3.158
N 2.328 4.870 -4.709
H 0.140 0.199 -0.271
H -0.148 -0.391 0.619
H -0.580 1.053 -1.226
H 0.418 -0.195 0.178
C -2.907 2.321 1.893
O -0.258 0.139 0.764
N 0.450 1.849 -0.551
N 2.074 -3.466 -1.480
H 0.345 -0.240 -0.112
H -0.289 0.819 0.162
H 0.174 -1.488 0.114
H 0.236 0.100 -0.609
C 0.670 0.297 3.619
O -0.286 0.253 -0.767
N 2.206 -2.803 -1.504
N -1.544 0.892 -1.209
H 0.109 0.163 0.256
H -0.070 0.562 0.048
H -1.270 0.888 0.115
H 0.306 -0.166 -0.335
C -1.352 3.835 1.370
O -2.330 1.067 -0.248
N 1.245 1.376 2.793
N 2.340 -5.330 -3.337
H -0.300 0.336 0.252
H -0.005 -0.193 -0.275
H -0.294 -0.514 -0.932
H 0.479 -0.418 0.253